Record 1
Formula: C11H13BBrNSc
Source: the Open Molecules 2025 dataset
Level of theory: ωB97M-V with the def2-TZVPD basis set

Each line ends with the Mulliken charge.
Atoms and positions in Å:
Sc  0.028  -0.140  -0.265  0.22
H  -2.177  -1.764  0.785  0.45
C  -1.265  -1.791  -1.303  -0.39
C  2.001  1.176  -0.076  -0.57
C  -1.910  0.390  -1.827  -0.40
C  2.357  -0.045  -0.765  -0.46
B  0.004  -0.009  4.525  0.19
C  -1.238  -0.784  -2.327  -0.39
C  1.046  1.240  -2.200  -0.33
H  1.013  0.583  4.784  -0.15
N  -0.186  0.418  1.777  -0.49
H  -0.800  -2.783  -1.359  0.41
C  1.753  -0.014  -2.069  -0.60
Br  1.052  -2.390  0.990  -0.56
H  2.993  -0.843  -0.380  0.61
H  -1.004  0.579  4.799  -0.15
H  0.000  -1.184  4.759  -0.13
H  2.309  1.454  0.939  0.53
C  1.174  1.966  -0.973  -0.49
C  -0.071  0.158  2.932  0.06
C  -2.364  0.118  -0.487  -0.48
H  0.458  1.554  -3.068  0.49
C  -1.982  -1.242  -0.160  -0.51
H  -0.744  -0.897  -3.301  0.49
H  -2.019  1.351  -2.346  0.43
H  1.799  -0.834  -2.801  0.43
H  -2.948  0.792  0.154  0.42
H  0.723  2.939  -0.736  0.36

Cartesian forces (eV/Å) of the 2 atoms listed first:
Sc 1.15 -0.04 -0.28
H 0.23 0.36 -0.54

Electronic energy: -3841.48006 Ha
Gap between HOMO and LUMO: 7.558 eV
Net charge: -1
Maximum force: 3.752 eV/Å
Highest occupied orbital energy: -5.0 eV

---

Record 2
Formula: C11H13BrN
Source: the Open Molecules 2025 dataset
Level of theory: ωB97M-V with the def2-TZVPD basis set

Each line ends with the Mulliken charge.
Atoms and positions in Å:
H  -3.081  0.143  2.581  0.37
H  3.137  1.694  -0.522  0.31
C  -2.897  1.186  0.571  -0.35
C  -1.007  -0.821  -0.060  0.55
H  -0.047  -2.267  -1.474  0.34
H  -3.628  1.983  0.821  0.36
Br  3.055  -2.311  0.190  -0.02
H  2.926  -0.318  -1.756  0.47
H  1.109  -0.508  2.062  0.43
H  1.445  2.109  -0.914  0.31
C  -2.616  0.170  1.567  -0.58
H  -0.030  -2.816  0.231  0.42
C  -2.292  1.224  -0.745  -0.69
H  -1.364  -1.699  1.947  0.43
C  2.103  1.267  -0.565  -0.43
H  1.670  1.727  1.600  0.29
H  1.231  0.112  -2.125  0.17
C  1.418  -0.212  1.032  -0.51
C  0.079  -1.909  -0.423  -1.09
C  -1.305  0.180  -1.062  -0.26
N  1.711  1.028  0.854  0.05
C  1.931  -0.131  -1.291  -0.68
C  -1.658  -0.873  1.258  -0.34
H  -2.516  2.010  -1.505  0.38
H  -0.846  0.229  -2.073  0.38
C  1.474  -1.197  -0.198  0.67

Cartesian forces (eV/Å) of the 2 atoms listed first:
H 0.22 0.32 -1.16
H -0.70 -0.64 -0.31

Relative energy (zero: lowest compared OMol25 entry of this formula, charge and spin): 0.00 kcal/mol
SMILES string: Br[C@@]1(Cc2ccccc2)C=[NH+]CC1
Electronic energy: -3055.43272 Ha
Gap between HOMO and LUMO: 8.354 eV
Net charge: +1
Maximum force: 2.795 eV/Å
Highest occupied orbital energy: -12.6 eV

---

Record 3
Formula: C11H13Cl
Source: the Open Molecules 2025 dataset
Level of theory: ωB97M-V with the def2-TZVPD basis set

Each line ends with the Mulliken charge.
Atoms and positions in Å:
C  -1.329  1.371  -0.074  -0.23
Cl  1.800  -2.893  0.894  -0.17
H  1.506  -1.632  -1.481  0.33
C  -0.419  2.249  -2.139  -0.43
H  -1.207  -2.426  1.454  0.47
H  0.475  0.724  2.619  0.33
C  0.652  1.340  -2.054  -1.11
H  -2.273  2.817  -1.080  0.44
C  -0.308  0.444  -0.025  -0.04
H  -1.073  0.107  2.878  0.34
C  0.619  0.370  -1.059  0.72
C  1.621  -0.707  -0.935  -1.19
H  -2.020  -1.475  0.437  0.40
C  -1.402  2.261  -1.154  -0.61
H  -0.606  -2.380  -0.387  0.30
H  2.236  -0.521  0.994  0.54
C  -1.044  -1.876  0.603  -1.46
C  -0.114  -0.706  1.014  1.37
H  2.602  -0.562  -1.373  0.53
C  -0.090  -0.241  2.411  -1.78
H  0.304  -1.022  2.945  0.52
H  -0.617  3.029  -2.864  0.35
H  -2.158  1.493  0.694  0.25
C  1.587  -1.164  0.538  -0.41
H  1.261  1.398  -2.855  0.53

Cartesian forces (eV/Å) of the 2 atoms listed first:
C -0.97 0.58 0.54
Cl 0.56 0.57 -0.14

Relative energy (zero: lowest compared OMol25 entry of this formula, charge and spin): 13.88 kcal/mol
SMILES string: CC1(C)c2ccccc2C[C@@H]1Cl
Electronic energy: -887.07678 Ha
Gap between HOMO and LUMO: 9.800 eV
Maximum force: 4.811 eV/Å
Highest occupied orbital energy: -9.0 eV

---

Record 4
Formula: C11H13Cl2F3NORuS2
Source: the Open Molecules 2025 dataset
Level of theory: ωB97M-V with the def2-TZVPD basis set

Each line ends with the Mulliken charge.
Atoms and positions in Å:
H  -1.019  3.793  2.544  0.42
H  3.621  0.350  4.262  0.39
H  -3.544  3.697  1.506  0.36
H  -1.037  2.014  -1.586  0.41
H  -3.118  1.974  -0.202  0.31
F  -1.396  -4.494  -2.854  -0.24
H  0.612  -3.499  -3.740  0.58
C  1.963  -2.093  -2.830  -0.69
H  3.963  -1.408  4.009  0.38
C  -2.600  3.745  0.965  -0.60
H  3.132  -0.733  -1.617  0.46
S  -0.295  -2.296  0.986  -0.05
C  -2.677  2.959  -0.355  -0.57
H  -2.385  4.796  0.778  0.35
C  3.417  -0.535  3.672  -0.17
C  0.861  -2.936  -2.849  -0.11
C  0.068  -3.065  -1.712  0.01
S  -0.291  2.540  0.611  0.57
Cl  1.642  -0.898  3.698  0.03
C  2.270  -1.385  -1.674  -0.44
F  -2.216  -3.252  -1.283  -0.20
F  -0.963  -4.936  -0.778  -0.19
C  -1.519  3.121  1.848  -0.51
H  -0.866  3.774  -1.314  0.43
Ru  1.484  -0.843  1.371  0.38
H  -3.283  3.490  -1.088  0.37
H  -1.815  2.197  2.351  0.38
H  2.594  -1.983  -3.702  0.45
N  1.506  -1.511  -0.586  -0.08
C  -1.257  2.837  -0.907  -0.57
Cl  3.783  -0.225  1.935  -0.02
C  0.430  -2.332  -0.600  0.72
O  0.088  1.107  0.808  -0.22
C  -1.155  -3.971  -1.670  0.66

Cartesian forces (eV/Å) of the 2 atoms listed first:
H 0.01 0.01 -0.02
H -0.05 0.10 0.00

Electronic energy: -2667.02412 Ha
Gap between HOMO and LUMO (alpha / beta): 8.366 / 5.576 eV
Spin multiplicity: 5
Net charge: +3
Maximum force: 1.677 eV/Å
Highest occupied orbital energy (alpha / beta): -19.3 / -19.4 eV